No. 1
{"formula": "C52H58AsIrN4OP2S2", "method": "ωB97M-V with the def2-TZVPD basis set", "symbols": ["Ir", "N", "C", "S", "N", "N", "C", "C", "C", "C", "C", "C", "N", "H", "H", "H", "H", "H", "H", "H", "C", "C", "C", "S", "O", "C", "C", "C", "H", "H", "H", "H", "H", "H", "H", "H", "H", "H", "H", "H", "H", "H", "C", "P", "C", "C", "C", "C", "C", "C", "C", "C", "C", "C", "C", "C", "H", "H", "H", "H", "H", "H", "H", "H", "H", "H", "H", "H", "H", "C", "C", "As", "C", "C", "C", "C", "C", "C", "C", "C", "C", "C", "C", "C", "P", "C", "C", "C", "C", "C", "C", "C", "C", "C", "C", "C", "C", "H", "H", "H", "H", "H", "H", "H", "H", "H", "H", "H", "H", "H", "H", "H", "H", "H", "H", "H", "H", "H", "H", "H", "H"], "coordinates": [[0.158, 1.410, 1.109], [-2.155, 0.344, 5.080], [-1.784, 0.712, 3.858], [-0.850, -0.406, 2.908], [-2.175, 1.878, 3.413], [-1.724, 2.351, 2.276], [-2.253, 3.406, 1.759], [-1.684, 3.962, 0.566], [-2.309, 5.025, -0.090], [-1.716, 5.565, -1.216], [-0.506, 5.035, -1.649], [0.046, 3.969, -0.952], [-0.530, 3.432, 0.117], [-1.960, -0.580, 5.425], [-2.778, 0.936, 5.609], [-3.114, 3.888, 2.212], [-3.245, 5.400, 0.289], [-2.180, 6.388, -1.738], [-0.005, 5.441, -2.513], [0.991, 3.538, -1.254], [4.902, 2.123, -0.572], [4.988, 0.979, -1.570], [3.747, 0.873, -2.437], [2.173, 0.277, -1.676], [1.813, 1.220, -0.556], [2.744, -1.273, -0.837], [2.900, -1.104, 0.662], [3.193, -2.440, 1.332], [5.808, 2.171, 0.025], [4.055, 1.980, 0.093], [4.782, 3.074, -1.084], [5.178, 0.043, -1.044], [5.837, 1.142, -2.238], [3.885, 0.155, -3.246], [3.492, 1.841, -2.871], [3.666, -1.590, -1.316], [1.973, -2.013, -1.055], [1.968, -0.686, 1.077], [3.705, -0.399, 0.877], [2.384, -3.149, 1.168], [3.306, -2.307, 2.404], [4.111, -2.868, 0.938], [0.680, 3.463, 4.064], [1.485, 2.071, 3.181], [3.119, 2.821, 2.896], [3.264, 3.667, 1.799], [4.413, 4.425, 1.661], [5.422, 4.334, 2.608], [5.285, 3.478, 3.691], [4.141, 2.715, 3.838], [1.809, 0.821, 4.452], [1.120, 0.757, 5.662], [1.449, -0.218, 6.586], [2.468, -1.122, 6.321], [3.146, -1.072, 5.109], [2.804, -0.118, 4.174], [1.288, 3.726, 4.931], [-0.329, 3.213, 4.384], [0.637, 4.324, 3.397], [2.467, 3.731, 1.067], [4.521, 5.102, 0.827], [6.315, 4.930, 2.509], [6.060, 3.422, 4.440], [4.039, 2.069, 4.696], [0.354, 1.480, 5.893], [0.925, -0.261, 7.529], [2.752, -1.850, 7.061], [3.946, -1.768, 4.910], [3.333, -0.056, 3.234], [-1.914, -1.733, -0.247], [-2.966, -2.174, -1.256], [-3.299, -4.161, -1.282], [-1.517, -4.906, -1.683], [-0.844, -5.692, -0.758], [0.394, -6.230, -1.077], [0.951, -5.987, -2.321], [0.280, -5.196, -3.241], [-0.959, -4.661, -2.934], [-4.187, -4.425, -2.986], [-4.938, -3.425, -3.605], [-5.483, -3.654, -4.855], [-5.339, -4.895, -5.465], [-4.613, -5.902, -4.842], [-4.063, -5.678, -3.595], [-1.414, 0.049, -0.514], [-3.092, 0.765, -0.558], [-3.726, 1.215, -1.711], [-5.042, 1.644, -1.652], [-5.723, 1.656, -0.447], [-5.094, 1.211, 0.706], [-3.791, 0.757, 0.649], [-0.816, 0.046, -2.234], [-0.314, -1.117, -2.818], [0.134, -1.110, -4.128], [0.110, 0.062, -4.866], [-0.328, 1.236, -4.274], [-0.775, 1.234, -2.964], [-1.021, -2.363, -0.288], [-2.299, -1.792, 0.775], [-2.682, -1.906, -2.278], [-3.925, -1.701, -1.033], [-1.295, -5.902, 0.204], [0.909, -6.854, -0.363], [1.898, -6.432, -2.584], [0.707, -5.014, -4.215], [-1.496, -4.066, -3.666], [-5.082, -2.467, -3.122], [-6.040, -2.872, -5.349], [-5.823, -5.088, -6.411], [-4.503, -6.865, -5.316], [-3.522, -6.473, -3.092], [-3.209, 1.200, -2.657], [-5.546, 1.959, -2.551], [-6.747, 1.994, -0.407], [-5.611, 1.204, 1.650], [-3.313, 0.374, 1.538], [-0.274, -2.044, -2.264], [0.497, -2.021, -4.575], [0.435, 0.060, -5.895], [-0.330, 2.152, -4.843], [-1.107, 2.156, -2.509]], "forces_ev_per_angstrom": [[-4.2, 0.5, 2.1], [-0.2, -0.1, 0.1], [0.4, 0.4, -1.0], [1.4, 0.2, -1.3], [-1.0, 0.4, 1.4], [2.3, -1.0, -1.6], [0.1, -0.5, 0.4], [0.0, 0.3, -0.5], [0.3, -0.4, 0.2], [0.3, -0.2, 0.0], [-0.2, 0.0, 0.2], [0.3, 0.3, -0.4], [1.0, -1.2, 0.2], [0.1, 0.0, 0.0], [0.0, 0.0, -0.1], [0.1, -0.2, 0.2], [-0.1, 0.1, 0.1], [0.0, 0.1, -0.1], [0.1, 0.0, 0.0], [0.0, -0.1, 0.0], [0.0, -0.3, 0.0], [0.0, 0.2, 0.1], [-0.3, -0.2, 0.6], [1.2, -1.1, -0.9], [-0.9, 1.3, 2.1], [-0.2, 0.4, -0.2], [-0.2, 0.0, 0.2], [0.0, 0.1, -0.1], [0.1, 0.1, 0.1], [0.0, 0.1, 0.1], [0.0, 0.2, 0.0], [0.0, -0.1, -0.1], [0.0, -0.1, 0.0], [-0.1, -0.1, -0.1], [-0.1, 0.0, -0.1], [0.1, 0.0, -0.1], [-0.1, -0.1, -0.1], [0.3, -0.1, -0.1], [-0.1, 0.1, 0.0], [-0.1, -0.1, 0.0], [0.0, 0.0, 0.1], [0.1, -0.1, 0.0], [-0.2, -0.3, -0.1], [0.0, 0.8, -0.7], [-0.3, -0.2, -0.3], [-0.1, 0.0, 0.2], [0.0, 0.1, 0.0], [0.0, -0.1, 0.0], [0.1, 0.1, 0.0], [-0.1, 0.1, 0.0], [-0.2, -0.3, -0.4], [0.1, 0.2, -0.3], [0.1, -0.1, 0.1], [0.0, 0.1, -0.1], [0.0, -0.1, 0.1], [-0.2, 0.2, -0.1], [0.0, -0.1, 0.0], [0.0, 0.0, 0.0], [0.0, 0.0, -0.1], [0.0, 0.0, -0.1], [0.0, 0.0, -0.1], [0.1, 0.1, 0.0], [0.1, 0.0, 0.0], [0.0, 0.0, 0.1], [-0.1, 0.1, 0.1], [0.0, 0.0, 0.1], [0.0, -0.1, 0.1], [0.1, -0.1, 0.0], [0.1, -0.1, -0.1], [0.4, 0.0, 0.3], [-0.4, -0.1, 0.3], [0.8, 0.6, -1.8], [-0.5, -0.1, 0.4], [-0.2, 0.0, 0.3], [0.0, 0.0, 0.1], [0.0, 0.0, 0.0], [0.0, 0.1, -0.1], [-0.2, 0.2, -0.2], [0.2, -0.1, 0.9], [-0.2, 0.4, 0.0], [0.0, 0.2, 0.2], [0.0, -0.1, 0.0], [0.0, -0.1, 0.2], [0.2, -0.4, 0.0], [0.1, 0.8, 0.1], [0.2, 0.1, 0.0], [0.1, -0.1, 0.0], [-0.1, 0.1, 0.0], [0.0, 0.0, 0.0], [0.0, 0.0, 0.0], [0.1, -0.1, -0.1], [0.0, -0.1, 0.1], [-0.4, 0.1, 0.0], [0.0, 0.0, 0.0], [0.0, -0.1, 0.1], [0.1, 0.1, 0.0], [0.0, -0.2, 0.2], [0.0, 0.0, 0.0], [0.1, 0.0, -0.1], [-0.1, -0.3, 0.0], [0.1, 0.0, -0.1], [0.1, 0.0, 0.0], [0.0, -0.1, 0.1], [0.1, 0.0, 0.0], [0.0, 0.0, -0.1], [0.1, 0.0, 0.0], [0.0, 0.0, 0.0], [-0.1, 0.1, 0.0], [0.0, 0.0, -0.1], [0.0, -0.1, 0.0], [0.0, 0.0, -0.1], [0.0, 0.0, -0.1], [0.0, 0.1, -0.1], [-0.1, 0.1, 0.0], [-0.2, 0.0, 0.1], [0.0, 0.0, 0.2], [0.0, -0.1, 0.0], [0.1, -0.1, -0.1], [0.1, 0.0, -0.1], [0.0, 0.1, 0.0], [-0.1, 0.1, 0.0]], "lowdin_charge": [0.86, 0.14, -0.84, 0.65, -0.02, -0.11, -0.05, -0.25, 0.03, 0.00, -0.01, -0.13, 0.02, 0.11, 0.13, 0.15, 0.13, 0.13, 0.12, 0.11, -0.10, -0.26, -0.29, 0.99, -0.67, -0.29, -0.31, -0.07, 0.09, 0.03, 0.09, 0.10, 0.13, 0.10, 0.10, 0.10, 0.08, 0.05, 0.11, 0.08, 0.06, 0.09, -0.21, 0.92, -0.36, -0.13, -0.08, -0.04, -0.04, -0.07, -0.42, -0.10, -0.05, -0.04, -0.05, -0.12, 0.07, 0.02, 0.06, 0.08, 0.12, 0.12, 0.12, 0.11, 0.10, 0.12, 0.12, 0.12, 0.09, -0.38, -0.37, 1.52, -0.40, -0.10, -0.05, -0.05, -0.06, -0.13, -0.39, -0.09, -0.04, -0.01, -0.03, -0.09, 1.00, -0.38, -0.08, -0.05, -0.05, -0.05, -0.13, -0.41, -0.16, -0.07, -0.04, -0.04, -0.12, 0.07, 0.05, 0.07, 0.07, 0.11, 0.12, 0.12, 0.12, 0.11, 0.10, 0.12, 0.13, 0.13, 0.12, 0.10, 0.12, 0.12, 0.12, 0.07, 0.08, 0.11, 0.12, 0.12, 0.09], "orbital_gap_ev": [6.69, 4.59], "charge": 3, "spin_multiplicity": 2, "e_above_lowest_kj_mol": 393.2, "e_tot_ev": -166774.787, "lumo_energy_ev": [-8.304, -10.404]}

---

No. 2
{"formula": "C52H60BNO3", "method": "ωB97M-V with the def2-TZVPD basis set", "symbols": ["C", "C", "C", "O", "C", "O", "N", "B", "C", "O", "C", "C", "C", "C", "C", "H", "H", "H", "H", "H", "H", "H", "H", "H", "H", "H", "H", "H", "H", "H", "H", "H", "H", "C", "C", "C", "C", "C", "C", "H", "H", "H", "H", "H", "H", "C", "C", "C", "C", "C", "C", "H", "H", "H", "H", "H", "H", "C", "C", "C", "C", "C", "C", "H", "H", "H", "H", "H", "H", "C", "C", "C", "C", "C", "C", "H", "H", "H", "H", "H", "H", "C", "C", "C", "C", "C", "C", "H", "H", "H", "H", "H", "H", "C", "C", "C", "C", "C", "C", "H", "H", "H", "H", "H", "H", "C", "C", "C", "C", "C", "C", "H", "H", "H", "H", "H", "H"], "coordinates": [[0.326, 0.593, 1.010], [0.813, 1.085, 0.031], [1.360, 1.773, -1.231], [2.367, 1.027, -1.953], [2.618, -0.248, -1.411], [3.501, -0.319, -0.578], [1.976, -1.460, -1.799], [1.124, -1.354, -3.019], [-0.050, -0.298, -3.315], [1.406, -2.297, -4.071], [1.375, -2.226, -0.676], [-0.194, -2.362, -0.695], [2.117, -3.662, -0.649], [1.154, -4.879, -0.344], [2.031, -6.178, -0.121], [-0.267, 0.167, 1.842], [0.522, 1.992, -1.955], [1.801, 2.782, -0.977], [-0.438, 0.167, -2.360], [0.185, 0.464, -4.105], [-0.924, -0.903, -3.716], [1.786, -1.730, -4.775], [1.643, -1.761, 0.317], [-0.593, -3.112, -1.436], [-0.737, -1.374, -0.769], [-0.490, -2.770, 0.321], [2.652, -3.885, -1.608], [2.864, -3.638, 0.204], [0.474, -5.081, -1.226], [0.533, -4.735, 0.584], [2.941, -6.175, -0.786], [2.419, -6.170, 0.940], [1.475, -7.141, -0.263], [4.776, 0.117, 2.161], [4.407, -0.913, 3.018], [5.065, -1.081, 4.231], [6.087, -0.211, 4.593], [6.455, 0.822, 3.738], [5.802, 0.984, 2.521], [4.263, 0.244, 1.213], [3.605, -1.588, 2.739], [4.781, -1.889, 4.896], [6.598, -0.338, 5.541], [7.251, 1.502, 4.020], [6.093, 1.786, 1.852], [6.553, 2.816, 7.009], [6.612, 2.168, 8.236], [7.835, 1.993, 8.873], [8.999, 2.476, 8.287], [8.940, 3.127, 7.061], [7.718, 3.294, 6.419], [5.600, 2.949, 6.511], [5.703, 1.797, 8.697], [7.881, 1.481, 9.828], [9.952, 2.343, 8.786], [9.848, 3.505, 6.604], [7.674, 3.798, 5.460], [-5.257, -1.666, 1.785], [-5.803, -0.519, 2.350], [-5.083, 0.670, 2.343], [-3.820, 0.714, 1.762], [-3.277, -0.433, 1.194], [-3.993, -1.624, 1.210], [-5.817, -2.594, 1.794], [-6.790, -0.552, 2.797], [-5.506, 1.562, 2.788], [-3.260, 1.642, 1.751], [-2.293, -0.399, 0.740], [-3.566, -2.519, 0.772], [2.066, 4.788, -3.161], [2.166, 5.811, -2.226], [1.281, 6.882, -2.268], [0.289, 6.925, -3.241], [0.186, 5.900, -4.174], [1.077, 4.834, -4.137], [2.759, 3.955, -3.130], [2.936, 5.774, -1.463], [1.363, 7.683, -1.543], [-0.405, 7.757, -3.272], [-0.589, 5.932, -4.932], [1.001, 4.037, -4.869], [-3.805, -4.310, 3.989], [-2.745, -5.194, 4.151], [-2.990, -6.554, 4.298], [-4.295, -7.031, 4.274], [-5.355, -6.148, 4.109], [-5.111, -4.786, 3.970], [-3.614, -3.248, 3.877], [-1.727, -4.822, 4.163], [-2.164, -7.243, 4.431], [-4.486, -8.093, 4.384], [-6.373, -6.520, 4.088], [-5.938, -4.097, 3.847], [-6.310, -0.654, -1.410], [-6.892, -1.824, -1.882], [-7.820, -1.772, -2.916], [-8.157, -0.550, -3.485], [-7.572, 0.620, -3.016], [-6.651, 0.569, -1.976], [-5.590, -0.695, -0.603], [-6.624, -2.779, -1.442], [-8.279, -2.685, -3.279], [-8.877, -0.510, -4.295], [-7.834, 1.573, -3.461], [-6.199, 1.482, -1.606], [-2.528, 4.071, -7.043], [-1.344, 3.412, -6.739], [-0.528, 2.939, -7.759], [-0.892, 3.135, -9.086], [-2.074, 3.798, -9.391], [-2.895, 4.262, -8.370], [-3.166, 4.437, -6.247], [-1.056, 3.265, -5.703], [0.393, 2.419, -7.521], [-0.253, 2.771, -9.883], [-2.358, 3.952, -10.426], [-3.820, 4.774, -8.609]], "forces_ev_per_angstrom": [[-1.0, -0.4, 0.9], [0.7, 1.1, -1.7], [-0.7, 0.6, 0.6], [-0.8, -1.4, 0.0], [1.6, -0.9, 1.8], [-0.9, 0.2, -0.9], [-1.6, 2.9, -0.4], [0.0, -0.6, -1.6], [-0.9, -0.4, 0.5], [0.4, 1.7, 1.0], [0.8, -1.9, 1.0], [-0.3, -0.1, 0.6], [-1.0, -0.3, 1.0], [0.6, -0.9, -0.4], [0.3, 0.3, 0.5], [1.0, 0.5, -1.0], [0.7, -0.4, 0.9], [-0.3, -1.2, 0.0], [0.5, -0.2, -1.2], [-0.1, -0.5, 0.8], [1.0, 0.6, 0.3], [-0.5, -0.8, 0.1], [-0.2, -0.1, -1.4], [0.5, 1.0, 0.5], [0.8, -1.1, -0.2], [0.3, 0.4, -1.1], [-0.5, 0.5, 0.8], [-0.6, 0.1, -1.1], [0.6, 0.4, 1.0], [0.5, 0.0, -1.0], [-1.0, -0.1, 0.5], [-0.3, -0.1, -1.1], [0.4, 1.0, 0.1], [-0.1, 0.1, -0.1], [0.1, 0.1, 0.1], [0.0, 0.0, 0.0], [0.0, 0.0, 0.0], [0.0, 0.0, 0.0], [0.0, -0.1, 0.2], [0.2, 0.0, 0.3], [0.0, 0.0, 0.0], [0.0, 0.0, 0.0], [0.0, 0.0, 0.0], [0.0, -0.1, 0.0], [0.0, 0.0, 0.0], [0.0, 0.0, 0.0], [0.0, 0.0, 0.0], [0.0, 0.0, 0.0], [0.0, 0.0, 0.0], [0.0, 0.0, 0.0], [0.0, 0.0, 0.1], [0.1, 0.0, 0.0], [0.0, 0.0, 0.0], [0.0, 0.0, 0.0], [0.0, 0.0, 0.0], [0.0, 0.0, 0.0], [0.0, 0.0, 0.0], [0.0, 0.0, 0.1], [0.0, 0.0, 0.0], [0.0, 0.0, 0.0], [0.0, 0.0, 0.0], [0.0, 0.0, 0.0], [0.0, 0.0, 0.1], [0.0, 0.0, 0.0], [0.1, 0.0, 0.0], [0.0, 0.0, 0.0], [0.0, 0.0, 0.0], [-0.1, 0.0, 0.0], [0.0, 0.0, 0.0], [0.0, 0.0, 0.0], [0.0, 0.0, 0.0], [0.0, 0.0, 0.0], [0.0, 0.0, 0.0], [0.0, 0.0, 0.0], [0.0, 0.0, 0.1], [0.0, 0.0, 0.0], [0.0, 0.0, -0.1], [0.0, 0.0, 0.0], [0.0, 0.0, 0.0], [0.1, 0.0, 0.0], [0.0, 0.1, 0.0], [0.0, 0.0, 0.0], [0.0, 0.0, 0.0], [0.0, 0.0, 0.0], [0.0, 0.0, 0.0], [0.0, 0.0, 0.0], [0.0, 0.0, 0.0], [0.0, 0.0, 0.0], [-0.1, 0.0, 0.0], [0.0, 0.0, 0.0], [0.0, 0.1, 0.0], [0.1, 0.0, 0.0], [0.0, 0.0, 0.0], [0.0, 0.1, -0.1], [0.0, 0.0, 0.0], [0.0, 0.0, 0.0], [0.0, 0.0, 0.0], [0.0, 0.0, 0.0], [0.0, -0.1, -0.1], [0.0, 0.0, -0.1], [0.0, 0.0, 0.0], [0.0, 0.0, 0.0], [0.0, 0.0, 0.0], [0.0, -0.1, 0.0], [0.0, 0.0, 0.0], [0.0, 0.0, 0.0], [0.0, 0.0, 0.0], [0.0, 0.0, 0.0], [0.0, 0.0, 0.0], [0.0, 0.0, 0.0], [0.0, 0.0, 0.0], [0.0, 0.0, 0.0], [-0.1, 0.0, 0.0], [0.0, 0.0, 0.0], [0.0, 0.0, 0.0], [0.0, 0.0, 0.1], [0.0, 0.0, 0.0]], "lowdin_charge": [0.11, -0.07, -0.15, -0.04, -0.45, 0.11, 0.11, -0.48, 0.00, 0.08, -0.28, -0.06, -0.13, -0.27, -0.13, 0.07, 0.12, 0.13, 0.05, 0.08, 0.09, 0.11, 0.13, 0.10, 0.06, 0.09, 0.12, 0.12, 0.11, 0.10, 0.07, 0.07, 0.07, -0.09, -0.09, -0.10, -0.10, -0.10, -0.09, 0.07, 0.09, 0.10, 0.10, 0.09, 0.10, -0.10, -0.10, -0.10, -0.10, -0.10, -0.11, 0.10, 0.10, 0.10, 0.10, 0.10, 0.10, -0.12, -0.09, -0.09, -0.09, -0.10, -0.11, 0.10, 0.11, 0.10, 0.10, 0.06, 0.11, -0.11, -0.10, -0.09, -0.09, -0.09, -0.10, 0.10, 0.10, 0.10, 0.10, 0.09, 0.09, -0.10, -0.10, -0.10, -0.10, -0.10, -0.10, 0.09, 0.10, 0.10, 0.10, 0.10, 0.09, -0.08, -0.09, -0.10, -0.10, -0.10, -0.09, 0.07, 0.10, 0.10, 0.10, 0.10, 0.10, -0.10, -0.11, -0.10, -0.10, -0.10, -0.10, 0.10, 0.09, 0.10, 0.10, 0.10, 0.10], "orbital_gap_ev": 9.13, "e_tot_ev": -63204.125, "smiles": "C#CCOC(=O)N(B(C)O)[C@@H](C)CCC.c1ccccc1.c1ccccc1.c1ccccc1.c1ccccc1.c1ccccc1.c1ccccc1.c1ccccc1", "lumo_energy_ev": 0.271}